A cluster of 9 separate species, C4H26N2O9 in total at a distorted geometry. Source: the OMol25 dataset; level of theory: wB97M-V/def2-TZVPD.

**SMILES**: NCCCNC=O.O.O.O.O.O.O.O.O
**Gap between HOMO and LUMO**: 9.6041 eV
**E**: -954.57765 Eh
**Charge**: 0
**E_HOMO**: -9.55 eV
**Energy above the lowest of the compared OMol25 structures with the same formula, charge and spin**: 428.7 kJ/mol

XYZ file:
```
41
C4H26N2O9 | the OMol25 dataset | wB97M-V/def2-TZVPD
N -1.04779 0.29485 1.62899
C -0.33877 -0.03729 2.94730
C 1.15315 0.22613 2.75121
C 1.86975 -0.37228 1.47918
N 1.46547 -0.15049 0.10307
C 1.09919 1.12976 -0.33230
O 0.47584 1.18430 -1.44202
H -0.88562 -0.51043 1.06823
H -2.03818 0.33387 1.84716
H -0.90823 0.64817 3.65118
H -0.46884 -1.12358 3.30063
H 1.17645 1.40758 2.68052
H 1.79169 -0.26900 3.45808
H 1.61769 -1.42385 1.68377
H 3.03611 -0.28275 1.50349
H 0.93003 -0.91838 -0.34838
H 1.63780 2.05101 0.00795
O -3.26465 -1.15921 0.95431
H -4.00666 -0.73480 0.54241
H -2.81897 -1.54298 0.16428
O -1.10611 1.65030 -3.13345
H -0.53218 0.84041 -2.95995
H -1.37425 1.96994 -2.22836
O 1.07947 -3.06582 -1.53788
H 0.65107 -2.59130 -2.22892
H 1.97780 -3.23517 -1.79603
O 0.06063 2.95476 1.79817
H -0.37019 2.20794 2.21637
H -0.44202 3.66279 2.15260
O -0.74455 -2.42971 0.46950
H -0.05640 -2.71538 -0.08571
H -0.96143 -3.11724 1.14225
O -0.77383 -1.36482 -2.40046
H -1.67373 -1.46072 -2.04122
H -0.26713 -0.68430 -1.83779
O -2.21782 2.23753 0.16899
H -1.85137 2.26496 0.96425
H -1.31789 2.23099 -0.36961
O 3.44105 -0.32285 -2.45749
H 3.20818 -1.16801 -2.08009
H 2.72226 -0.00395 -2.96123
```

Atomic partial charges in e from the Löwdin method, atoms 1 to 6: atom 1 (N): -0.0138, atom 2 (C): -0.2332, atom 3 (C): -0.1882, atom 4 (C): -0.1958, atom 5 (N): 0.0190, atom 6 (C): -0.2170

A structure of composition C3H5LiO4Pb at a distorted geometry. Source: the OMol25 dataset; level of theory: wB97M-V/def2-TZVPD.

**Gap between HOMO and LUMO (alpha / beta)**: 4.4566 / 8.8145 eV
**E**: -618.41062 Eh
**Charge**: +1
**E_HOMO (alpha / beta)**: -8.90 / -13.26 eV
**Energy above the lowest of the compared OMol25 structures with the same formula, charge and spin**: 0.0 kJ/mol
**2S+1**: 2

XYZ file:
```
14
C3H5LiO4Pb | the OMol25 dataset | wB97M-V/def2-TZVPD
Pb 1.97573 -1.39459 -0.61349
O 1.40540 0.19015 0.48477
C 0.43050 1.07825 0.82798
H 0.66475 2.10762 0.48532
H 0.22271 1.13682 1.91580
C -0.91811 0.65948 0.12924
O -2.05170 1.48115 0.46930
C -3.17295 1.36311 -0.23620
O -3.40895 0.53491 -1.06525
O -3.85031 2.48527 0.04110
Li -2.31154 3.34516 1.26291
H -1.20200 -0.34396 0.47564
H -0.74651 0.78306 -0.94909
H -4.67325 2.55440 -0.46050
```

Atomic partial charges in e from the Löwdin method, atoms 1 to 6: atom 1 (Pb): 0.9633, atom 2 (O): -0.6634, atom 3 (C): -0.3514, atom 4 (H): 0.1203, atom 5 (H): 0.1225, atom 6 (C): -0.1286

A structure of composition C8H13MoNO3S at a distorted geometry. Source: the OMol25 dataset; level of theory: wB97M-V/def2-TZVPD.

**Gap between HOMO and LUMO (alpha / beta)**: 6.8205 / 8.3566 eV
**E**: -1059.41357 Eh
**Charge**: 0
**E_HOMO (alpha / beta)**: -7.59 / -9.13 eV
**2S+1**: 3

XYZ file:
```
27
C8H13MoNO3S | the OMol25 dataset | wB97M-V/def2-TZVPD
C -0.63535 0.94407 -2.48969
C 0.78487 1.10656 -2.26109
C 0.96394 1.98616 -1.12365
C -0.35015 2.35685 -0.63705
C -1.33988 1.71530 -1.48502
Mo -0.15159 0.07303 -0.55113
N -1.46544 -1.36540 -0.59664
C -0.56904 -2.43190 -1.02441
C 0.81272 -1.76840 -1.17816
H 1.91260 2.35030 -0.74274
H 1.58116 0.69270 -2.87282
H -0.55307 3.07024 0.15124
H -2.41249 1.86234 -1.43231
H -1.08793 0.41695 -3.32464
H 1.19521 -1.75733 -2.20579
H -0.51681 -3.25616 -0.29111
H -2.44034 -1.57849 -0.37807
H 1.54641 -2.11899 -0.44095
H -0.90366 -2.90442 -1.96603
C 0.49810 -0.46314 3.84434
S 0.38718 0.61835 2.45176
O -1.04461 0.59694 2.01451
O 0.88214 1.92901 2.80784
O 1.30802 -0.12223 1.51037
H -0.24683 -0.13213 4.55804
H 1.52375 -0.34661 4.19135
H 0.32112 -1.47359 3.47188
```

Atomic partial charges in e from the Löwdin method, atoms 1 to 6: atom 1 (C): -0.2081, atom 2 (C): -0.2100, atom 3 (C): -0.1584, atom 4 (C): -0.1620, atom 5 (C): -0.1843, atom 6 (Mo): 1.5328

A structure of composition C32H49AlBrClO2P at a distorted geometry. Source: the OMol25 dataset; level of theory: wB97M-V/def2-TZVPD.

**Gap between HOMO and LUMO (alpha / beta)**: 1.5940 / 2.7377 eV
**E**: -5017.29594 Eh
**Charge**: -1
**E_HOMO (alpha / beta)**: 0.38 / -0.76 eV

XYZ file:
```
87
C32H49AlBrClO2P | the OMol25 dataset | wB97M-V/def2-TZVPD
Al -0.34219 1.61891 1.03426
P -0.03980 0.86045 -2.20783
Cl -0.27146 3.70586 0.59234
C -0.72056 0.38346 -0.60853
H -0.42356 -0.65669 -0.37405
H -1.82157 0.38187 -0.70649
C 1.81152 0.95209 -2.33516
C -0.82307 2.48512 -2.64894
C 2.30644 0.97174 -3.79133
H 2.02063 1.93425 -1.87087
C 3.80212 1.27315 -3.91033
H 2.13339 -0.01390 -4.24273
H 1.74592 1.69920 -4.39356
C 4.67175 0.34266 -3.05719
H 4.10119 1.17212 -4.96206
H 3.98525 2.31653 -3.62256
C 4.12095 0.09771 -1.64828
H 4.78137 -0.61580 -3.58168
H 5.68244 0.76270 -2.98658
C 2.60419 -0.12616 -1.56827
H 4.62306 -0.77625 -1.22148
H 4.38337 0.95295 -1.01478
H 2.37333 -1.11533 -1.99427
H 2.29435 -0.17611 -0.51430
C -0.58937 -0.34595 -3.49785
C -2.29247 2.34483 -3.08405
H -0.80733 3.04617 -1.69670
C -2.96514 3.71379 -2.98410
H -2.33542 1.99673 -4.12605
H -2.84753 1.61275 -2.47975
C -2.23670 4.77878 -3.81334
H -4.01036 3.62970 -3.30559
H -2.96787 4.02141 -1.92917
C -0.70746 4.77801 -3.65989
H -2.48664 4.63506 -4.87218
H -2.61672 5.76512 -3.52586
C -0.07430 3.37681 -3.64767
H -0.25909 5.36817 -4.46869
H -0.44491 5.28011 -2.71728
H -0.11046 2.95118 -4.66340
H 0.98968 3.46358 -3.38057
C 0.14294 -1.69076 -3.44092
H -1.64743 -0.51150 -3.22433
C -0.50375 -2.71793 -4.37987
H 1.19676 -1.56673 -3.73329
H 0.15617 -2.08852 -2.41524
C -0.79365 -2.19229 -5.79641
H 0.15306 -3.59436 -4.45434
H -1.44493 -3.05966 -3.92703
C -1.35310 -0.76723 -5.84124
H 0.13278 -2.22410 -6.38380
H -1.50128 -2.86905 -6.28716
C -0.56325 0.18093 -4.94252
H -1.33612 -0.39305 -6.87268
H -2.39932 -0.77401 -5.50650
H 0.46656 0.23533 -5.31754
H -0.96831 1.19575 -5.01682
C -0.31186 -3.28761 0.00200
C -1.63964 -3.04471 -0.21785
H 0.43712 -3.20576 -0.79041
C -2.64601 -3.10084 0.88349
H -2.02739 -2.77489 -1.20855
C -2.01626 -3.23412 2.29141
H -3.30946 -2.22120 0.84622
H -3.28973 -3.98271 0.73486
C -0.85365 -4.22069 2.29106
H -1.65795 -2.24074 2.59917
H -2.77548 -3.55338 3.01811
C 0.23860 -3.75833 1.31479
H -0.43903 -4.32628 3.30113
H -1.20183 -5.21684 1.98669
H 0.81856 -2.94314 1.78791
H 0.97397 -4.56815 1.17003
Br -1.68026 0.59808 2.81167
C -0.24879 0.00847 4.20404
C -0.58416 -0.12623 5.54254
C 0.41557 -0.49480 6.46392
C 1.70213 -0.80240 6.00804
C 2.00698 -0.72477 4.65076
C 1.02629 -0.27449 3.74730
C 1.35281 -0.15204 2.28894
O 1.74903 -1.11606 1.63250
O 1.18514 1.05719 1.78333
H -1.60089 0.06646 5.88129
H 0.18656 -0.54960 7.52847
H 2.47569 -1.11606 6.70913
H 2.98235 -1.00681 4.25136
```

Atomic partial charges in e from the Löwdin method, atoms 1 to 6: atom 1 (Al): -0.4282, atom 2 (P): 1.0722, atom 3 (Cl): 0.2728, atom 4 (C): -0.2956, atom 5 (H): 0.0275, atom 6 (H): 0.0277

A cluster of 2 separate species, C3H7N3O in total. Source: the OMol25 dataset; level of theory: wB97M-V/def2-TZVPD.

**Gap between HOMO and LUMO**: 9.6731 eV
**E**: -357.95533 Eh
**Charge**: 0
**E_HOMO**: -8.64 eV
**Energy above the lowest of the compared OMol25 structures with the same formula, charge and spin**: 248.2 kJ/mol

XYZ file:
```
14
C3H7N3O | the OMol25 dataset | wB97M-V/def2-TZVPD
C 1.86719 0.95590 -0.56901
N 1.78523 -0.46872 -0.81961
C 1.17363 -1.31834 -0.21861
N 0.52679 -2.27366 0.24985
C -1.34135 0.24277 0.24403
O -1.90774 -0.91310 0.57908
N -2.29085 1.18034 0.21744
H 2.61452 1.15885 0.20500
H 0.88472 1.31312 -0.24190
H 2.17629 1.46195 -1.48612
H -1.19220 -1.58604 0.54188
H 1.01608 -2.85086 0.92492
H -2.04485 2.12176 -0.03794
H -3.26747 0.97604 0.41098
```

Atomic partial charges in e from the Löwdin method, atoms 1 to 6: atom 1 (C): -0.1143, atom 2 (N): 0.0517, atom 3 (C): -0.3044, atom 4 (N): 0.1041, atom 5 (C): -0.2421, atom 6 (O): -0.0268

An isolated molecule of C3H5N3S at a distorted geometry. Source: the OMol25 dataset; level of theory: wB97M-V/def2-TZVPD.

**SMILES**: C/N=C(/C#N)NS
**Gap between HOMO and LUMO**: 9.2088 eV
**E**: -679.63766 Eh
**Charge**: 0
**E_HOMO**: -9.36 eV
**Energy above the lowest of the compared OMol25 structures with the same formula, charge and spin**: 387.4 kJ/mol

XYZ file:
```
12
C3H5N3S | the OMol25 dataset | wB97M-V/def2-TZVPD
C 0.92338 1.88698 0.01977
N -0.39649 1.29349 0.01634
C -0.75879 0.08157 -0.28133
C -2.16236 -0.20575 -0.01432
N -3.29371 -0.50057 0.27885
N 0.22774 -0.98441 -0.37478
S 1.94945 -0.77680 0.10675
H 1.74874 1.42179 -0.58233
H 0.50748 2.90265 -0.44139
H 1.43389 2.26038 1.00564
H -0.17922 -1.79701 -0.68873
H 1.52174 -1.59536 1.21108
```

Atomic partial charges in e from the Löwdin method, atoms 1 to 6: atom 1 (C): -0.2366, atom 2 (N): -0.0123, atom 3 (C): -0.3921, atom 4 (C): -0.1262, atom 5 (N): 0.1446, atom 6 (N): -0.3338